93
Properties=species:S:1:pos:R:3:lowdin_charge:R:1 method="wB97M-V/def2-TZVPD" total_charge=0 homo_energy_ev=-7.93 lumo_ha=-0.060 homo_lumo_gap_ev=6.31 fmax_ha_per_bohr=0.155 smiles="CCOP(=O)(CCCc1ccc2c(c1)Sc1cccc(N=C=S)c1N2)OCC.C[N+](=O)[O-].C[N+](=O)[O-].C[N+](=O)[O-].C[N+](=O)[O-].C[N+](=O)[O-].C[N+](=O)[O-]"
C 5.272 -1.748 1.301 -0.1109
C 6.220 -2.315 0.084 -0.2915
O 7.395 -1.485 -0.224 -0.2591
P 6.976 -0.017 -1.060 0.8050
O 8.094 0.187 -2.204 -0.3915
C 5.222 0.018 -1.814 -0.2382
C 5.006 -0.943 -3.125 -0.2207
C 3.564 -0.716 -3.904 -0.1795
C 2.244 -0.921 -2.955 -0.1264
C 1.177 -2.204 -3.080 -0.0123
C -0.167 -2.351 -2.098 -0.0153
C -0.539 -1.230 -0.914 -0.1512
C 0.523 0.039 -0.800 -0.3773
C 1.827 0.196 -1.781 -0.0272
S 0.143 1.344 0.543 0.7917
C -1.767 1.391 0.521 -0.3693
C -2.595 2.784 0.785 -0.0549
C -4.252 2.802 0.744 -0.0585
C -5.012 1.378 0.431 -0.0275
C -4.157 -0.035 0.173 -0.1631
N -4.981 -1.282 -0.061 -0.0104
C -5.770 -1.456 1.082 -0.5500
S -6.628 -1.656 2.571 0.5938
C -2.485 -0.086 0.211 -0.0856
N -1.730 -1.380 0.007 0.0105
O 7.279 1.300 0.089 -0.2846
C 6.298 2.382 -0.089 -0.2904
C 4.908 2.159 0.811 -0.0970
H 5.702 -0.820 1.870 0.0790
H 4.176 -1.536 0.885 0.0827
H 5.121 -2.601 2.120 0.0897
H 5.541 -2.575 -0.839 0.0915
H 6.649 -3.361 0.468 0.1394
H 4.470 -0.337 -0.968 0.0742
H 4.845 1.103 -2.127 0.1095
H 5.091 -2.092 -2.916 0.0787
H 5.858 -0.684 -3.907 0.1186
H 3.520 0.382 -4.363 0.1249
H 3.474 -1.438 -4.850 0.1265
H 1.429 -3.009 -3.922 0.0972
H -0.828 -3.327 -2.275 0.0949
H 2.520 1.135 -1.615 0.0771
H -1.987 3.773 0.974 0.0964
H -4.770 3.840 0.919 0.0878
H -6.186 1.367 0.402 0.0874
H -2.401 -2.092 -0.371 0.1064
H 6.067 2.658 -1.210 0.1141
H 6.797 3.360 0.380 0.1331
H 4.786 1.022 1.126 0.0582
H 4.855 2.860 1.747 0.0802
H 3.941 2.414 0.159 0.0726
C -3.060 -1.380 -4.424 0.0337
N -2.763 -2.743 -4.940 -0.4280
O -3.452 -3.674 -4.507 0.0419
O -1.848 -2.841 -5.765 0.0434
H -3.883 -1.443 -3.710 0.0916
H -2.155 -1.008 -3.938 0.0849
H -3.336 -0.757 -5.278 0.1016
C -7.389 2.871 4.036 0.0463
N -6.114 3.587 4.310 -0.4081
O -6.126 4.820 4.214 0.0523
O -5.138 2.892 4.613 0.0368
H -8.159 3.603 3.783 0.0991
H -7.212 2.192 3.200 0.0905
H -7.660 2.324 4.942 0.1040
C -5.319 8.429 3.522 0.0335
N -5.413 8.167 2.061 -0.4266
O -6.546 8.107 1.569 0.0478
O -4.348 8.029 1.449 0.0451
H -6.327 8.528 3.930 0.0964
H -4.801 7.581 3.976 0.0952
H -4.756 9.355 3.656 0.1007
C -4.193 -4.874 1.019 0.0312
N -2.748 -5.195 1.171 -0.4256
O -2.274 -5.140 2.312 0.0607
O -2.132 -5.493 0.142 0.0402
H -4.607 -4.632 2.000 0.0890
H -4.272 -4.018 0.346 0.0719
H -4.684 -5.755 0.601 0.1042
C -3.293 0.613 5.345 0.0261
N -1.848 0.292 5.497 -0.4241
O -1.374 0.347 6.637 0.0496
O -1.232 -0.006 4.467 0.0473
H -3.707 0.856 6.326 0.0959
H -3.372 1.469 4.671 0.0749
H -3.784 -0.268 4.926 0.0972
C 7.157 -4.985 -4.432 0.0484
N 6.667 -3.727 -3.806 -0.3848
O 6.690 -2.703 -4.499 0.0537
O 6.275 -3.802 -2.635 0.0275
H 7.468 -4.771 -5.456 0.0982
H 8.001 -5.341 -3.838 0.1050
H 6.332 -5.700 -4.421 0.1027